A structure of composition C31H30BrCl2N3O10PtS2 in a non-equilibrium geometry, computed with ωB97M-V/def2-TZVPD.

HOMO-LUMO gap (eV): 5.635
2S+1: 1
Highest occupied orbital energy (eV): -8.3

CARTESIAN COORDINATES (ANGSTROEM)
Pt1 -0.08073 0.74344 0.80827
O1 -2.61083 2.39655 -1.55053
S1 -1.45177 1.57831 -1.85863
O2 -1.26781 1.23628 -3.22442
O3 -1.38060 0.38347 -0.92030
C1 -0.05925 2.55924 -1.23727
C2 -0.25560 3.90875 -1.02014
C3 0.72517 4.64519 -0.37561
C4 1.87957 4.03776 0.11620
C5 2.10355 2.70171 -0.13255
C6 1.16435 1.93296 -0.86191
S2 1.94187 0.63496 -2.03369
O4 1.79762 1.29806 -3.29617
O5 3.29334 0.56355 -1.52934
O6 1.17617 -0.59270 -1.91047
H1 -1.19291 4.35910 -1.31848
H2 0.56585 5.70260 -0.20803
H3 2.61656 4.62601 0.64669
H4 3.03521 2.21052 0.12342
N1 -1.20877 -0.86665 1.38389
C7 -1.24618 -1.54266 2.69604
C8 -1.63400 -0.65449 3.86127
C9 -0.48008 0.14801 4.46095
C10 -0.18766 1.47948 3.79948
N2 0.64221 1.43677 2.56431
H5 -2.15014 -0.58459 1.09271
H6 -0.82942 -1.53547 0.70093
H7 -0.27212 -2.00106 2.84929
H8 -1.97196 -2.35104 2.58205
H9 -2.01552 -1.32095 4.63675
H10 -2.46418 0.00821 3.59174
H11 0.42416 -0.46778 4.51394
H12 -0.73871 0.39523 5.49235
H13 0.36609 2.12380 4.48629
H14 -1.11628 1.98911 3.55987
H15 1.51395 0.92002 2.68714
H16 0.82946 2.41628 2.32616
Cl1 -6.27689 3.01228 -1.34586
C11 -6.35443 1.29414 -1.16376
C12 -7.20045 0.57348 -1.98879
C13 -7.30731 -0.79744 -1.83062
C14 -6.56090 -1.44460 -0.86079
C15 -5.70137 -0.70703 -0.06626
Cl2 -4.73645 -1.57211 1.09782
C16 -5.57245 0.67759 -0.17937
N3 -4.66941 1.43282 0.58101
C17 -4.83527 1.74709 1.91843
C18 -5.78972 1.09415 2.70535
C19 -5.91261 1.36784 4.05625
C20 -5.10367 2.31682 4.66139
C21 -4.19946 3.01228 3.87274
C22 -4.05500 2.76007 2.51381
C23 -3.09243 3.62313 1.72697
C24 -1.71138 3.01693 1.60498
O7 -0.69174 3.58497 1.96580
O8 -1.75319 1.79705 1.13606
H17 -7.77497 1.09507 -2.74097
H18 -7.97004 -1.36529 -2.46898
H19 -6.62043 -2.51551 -0.72979
H20 -4.04954 2.00547 0.01781
H21 -6.44601 0.36596 2.24851
H22 -6.65890 0.83851 4.63510
H23 -5.19929 2.53905 5.71539
H24 -3.59821 3.80008 4.31450
H25 -2.97095 4.58454 2.22238
H26 -3.45307 3.80947 0.71140
Br1 2.72798 -3.85200 -1.17680
C25 3.82145 -2.91677 0.04533
C26 5.17297 -3.23182 0.05315
C27 6.04260 -2.55654 0.89233
C28 5.56912 -1.54726 1.71736
C29 4.22539 -1.22460 1.69042
C30 3.33128 -1.90833 0.87016
C31 1.88107 -1.54019 0.92672
O9 0.99881 -2.37186 0.96701
O10 1.70162 -0.23735 1.05712
H27 5.53690 -4.00446 -0.60916
H28 7.09334 -2.81513 0.89188
H29 6.24489 -1.00820 2.36788
H30 3.84988 -0.42205 2.31231

***

A structure of composition C31H30F6HgN4OS, computed with ωB97M-V/def2-TZVPD.

HOMO-LUMO gap (alpha / beta) (eV): 4.564 / 7.069
2S+1: 2
Highest occupied orbital energy (alpha / beta) (eV): -2.3 / -4.8
Charge: -1
<S²>: 0.77

CARTESIAN COORDINATES (ANGSTROEM)
Hg1 -0.13883 -0.21387 0.45492
C1 0.76908 -1.03260 -6.81869
C2 1.37202 0.27197 -6.38815
C3 2.00015 1.11143 -7.29817
C4 2.56193 2.31783 -6.90831
C5 2.47411 2.70893 -5.58151
C6 1.83603 1.89947 -4.65404
C7 1.30232 0.67390 -5.04514
N1 0.65229 -0.18737 -4.14203
C8 0.72928 -0.13527 -2.74225
N2 1.99686 0.08893 -2.29718
C9 2.59105 0.38806 -1.02585
C10 1.90834 0.39923 0.18788
C11 2.65377 0.73178 1.32539
C12 4.00399 1.03012 1.26881
C13 4.65259 1.00301 0.04445
C14 3.96724 0.68745 -1.11792
C15 4.71200 0.66703 -2.42677
N3 -0.29860 -0.34207 -2.01186
C16 -1.57017 -0.46710 -2.61725
C17 -2.14101 -1.72802 -2.74393
C18 -3.39965 -1.87220 -3.31055
C19 -4.09109 -0.75091 -3.74149
C20 -3.52486 0.50760 -3.58755
C21 -2.26786 0.67833 -3.02107
C22 -1.67428 2.03708 -2.80700
H1 1.01951 -1.25135 -7.85587
H2 -0.32188 -1.02267 -6.74093
H3 1.12197 -1.85540 -6.19439
H4 2.05644 0.79956 -8.33448
H5 3.05577 2.94902 -7.63438
H6 2.88898 3.65453 -5.25769
H7 1.74443 2.22423 -3.62643
H8 -0.19999 -0.61577 -4.47214
H9 2.66608 0.04682 -3.04569
H10 2.16245 0.73058 2.29314
H11 4.55010 1.27042 2.17240
H12 5.71104 1.22897 -0.02065
H13 5.75667 0.93084 -2.26925
H14 4.30499 1.37588 -3.15347
H15 4.70133 -0.32098 -2.89871
H16 -1.59253 -2.58307 -2.36935
H17 -3.84135 -2.85653 -3.39636
H18 -5.07842 -0.85064 -4.17425
H19 -4.07761 1.38944 -3.89110
H20 -2.44073 2.80598 -2.89757
H21 -0.88826 2.25521 -3.53722
H22 -1.24485 2.10588 -1.80887
S1 -0.85060 -2.42341 1.39011
C23 -0.04317 -2.07331 2.91862
N4 -0.67639 -1.12325 3.72637
C24 -0.04329 -0.58499 4.83812
C25 1.12796 -1.12170 5.27579
C26 1.73183 -2.18746 4.57683
C27 1.12723 -2.60690 3.35687
H23 -1.46872 -0.65004 3.32031
H24 -0.54686 0.23921 5.32009
H25 1.58554 -0.70367 6.16282
H26 2.66412 -2.61598 4.90963
H27 1.60959 -3.33674 2.72171
C28 -0.83465 2.52907 2.37097
C29 -2.03515 2.26432 1.44608
O1 -1.78199 1.33927 0.49416
C30 -3.23290 1.80687 2.31559
F1 -2.91634 0.67176 2.98285
F2 -3.58988 2.70659 3.26683
F3 -4.33077 1.53838 1.60150
C31 -2.40179 3.59650 0.74558
F4 -3.45488 3.48504 -0.08016
F5 -2.68910 4.60422 1.60757
F6 -1.36689 4.02780 -0.00120
H28 -0.56373 1.59139 2.85695
H29 -1.02027 3.28578 3.13518
H30 0.00451 2.83912 1.75067

***

A structure of composition C31H30N3O5PPd, computed with ωB97M-V/def2-TZVPD.

HOMO-LUMO gap (eV): 7.841
2S+1: 1
Highest occupied orbital energy (eV): -14.2
Charge: +2

CARTESIAN COORDINATES (ANGSTROEM)
Pd1 0.18426 0.51143 0.10600
O1 0.20625 4.40440 0.17847
C1 -0.07884 3.24894 0.28451
O2 0.81301 2.28807 0.51633
C2 -1.48575 2.74532 0.24757
C3 -2.56100 3.60633 0.26380
C4 -3.83817 3.07167 0.31192
C5 -3.98431 1.69514 0.34515
C6 -2.86012 0.88984 0.31368
N1 -1.62919 1.40590 0.25762
H1 -2.36548 4.66960 0.24623
H2 -4.70502 3.71818 0.32966
H3 -4.95985 1.23313 0.39372
H4 -2.94403 -0.18110 0.31787
O3 -2.91852 -2.10162 -0.24829
C7 -1.87907 -2.61289 -0.18448
O4 -0.61737 -1.70865 -0.48562
C8 -1.40661 -3.96845 0.07601
C9 -2.28171 -5.00935 0.36498
C10 -1.72733 -6.24310 0.66622
C11 -0.34407 -6.41125 0.71230
C12 0.52594 -5.36173 0.43169
C13 -0.02312 -4.14489 0.07739
P1 0.71880 -2.59105 -0.38083
C14 1.41634 -2.69123 -2.00124
C15 2.24142 -3.76758 -2.33859
C16 2.68277 -3.90248 -3.64328
C17 2.28542 -2.98405 -4.60786
C18 1.45146 -1.92518 -4.27470
C19 1.01749 -1.76826 -2.96880
C20 1.75800 -2.28924 1.01859
C21 3.11989 -2.55568 0.88327
C22 3.90338 -2.64970 2.02593
C23 3.33427 -2.45986 3.27666
C24 1.97874 -2.17540 3.40269
C25 1.18001 -2.09640 2.27564
H5 -3.35167 -4.85101 0.36439
H6 -2.37285 -7.08154 0.88820
H7 0.06035 -7.37851 0.97908
H8 1.59678 -5.50271 0.49940
H9 2.52248 -4.50952 -1.60100
H10 3.32006 -4.73352 -3.91245
H11 2.61919 -3.10276 -5.63009
H12 1.13756 -1.22037 -5.03252
H13 0.37035 -0.93882 -2.71358
H14 3.56340 -2.69076 -0.09548
H15 4.95816 -2.87554 1.93808
H16 3.94821 -2.53861 4.16430
H17 1.54388 -2.02747 4.38201
H18 0.11563 -1.91482 2.37952
C26 4.05441 -0.18772 -2.30974
N2 4.33036 0.07588 -0.90681
C27 5.73997 0.15385 -0.52888
C28 5.93492 1.28750 0.45131
C29 5.02951 1.03108 1.62917
N3 3.65217 0.75335 1.20503
C30 2.68606 1.00321 2.26328
C31 3.33432 0.34025 -0.03248
O5 2.13548 0.20111 -0.45578
H19 4.64516 0.49132 -2.92546
H20 3.00797 -0.02264 -2.51606
H21 4.31965 -1.21461 -2.57465
H22 6.31303 0.31358 -1.44028
H23 6.07141 -0.79688 -0.09665
H24 5.68403 2.23562 -0.02722
H25 6.96993 1.34028 0.78525
H26 4.99348 1.89099 2.29754
H27 5.39407 0.17824 2.21227
H28 2.56062 2.07331 2.42036
H29 3.05840 0.54476 3.18055
H30 1.72274 0.56997 2.03389

***

A structure of composition C31H30N5Pd, computed with ωB97M-V/def2-TZVPD.

HOMO-LUMO gap (eV): 7.869
2S+1: 1
Highest occupied orbital energy (eV): -10.8
Charge: +1

CARTESIAN COORDINATES (ANGSTROEM)
Pd1 -0.35588 0.72598 1.15626
N1 1.76770 1.55607 2.76760
C1 1.15572 2.53428 3.57069
C2 1.91264 3.39383 4.31856
C3 1.33439 4.43314 5.07425
C4 -0.01242 4.59524 5.09947
C5 -0.83590 3.72634 4.34374
C6 -2.23792 3.86543 4.34237
C7 -3.00494 3.02885 3.59277
C8 -2.36420 2.04845 2.82459
N2 -1.05409 1.87145 2.80411
C9 -0.26167 2.69756 3.55969
H1 2.77356 1.59551 2.85568
H2 1.44628 0.61393 2.95944
H3 2.98899 3.26967 4.33037
H4 1.97531 5.09220 5.64392
H5 -0.47184 5.37693 5.68991
H6 -2.68899 4.64693 4.94148
H7 -4.08222 3.10634 3.57077
H8 -2.94576 1.37262 2.21212
C10 2.47833 -2.38876 -3.93786
C11 1.03923 -2.75465 -4.17277
C12 0.68695 -3.77720 -5.04700
C13 -0.63879 -4.12362 -5.26024
C14 -1.64927 -3.43034 -4.61139
C15 -1.32452 -2.39238 -3.75223
C16 0.00884 -2.07094 -3.52427
N3 0.35153 -1.00337 -2.64015
C17 -0.08144 -0.86282 -1.35929
N4 -0.66538 -1.93357 -0.78441
C18 -1.22389 -2.04338 0.50979
C19 -1.19083 -1.02993 1.46762
C20 -1.73813 -1.29042 2.72503
C21 -2.32101 -2.51130 3.01569
C22 -2.36863 -3.49749 2.04450
C23 -1.82537 -3.28498 0.79043
C24 -1.87352 -4.37397 -0.24927
N5 0.11013 0.23805 -0.69423
C25 0.74224 1.36453 -1.30594
C26 -0.04538 2.35267 -1.88976
C27 0.54740 3.47535 -2.44416
C28 1.92808 3.60667 -2.40847
C29 2.70921 2.61718 -1.82843
C30 2.13784 1.47833 -1.27073
C31 2.98423 0.38973 -0.67328
H9 3.14044 -3.10214 -4.42401
H10 2.71273 -2.37368 -2.87210
H11 2.71203 -1.39853 -4.33767
H12 1.47195 -4.31777 -5.56141
H13 -0.88233 -4.92946 -5.93939
H14 -2.68684 -3.68075 -4.78661
H15 -2.10397 -1.81582 -3.26832
H16 0.87743 -0.22675 -3.01155
H17 -0.72732 -2.75344 -1.36569
H18 -1.69865 -0.54505 3.50064
H19 -2.73397 -2.69146 3.99933
H20 -2.82851 -4.45292 2.26282
H21 -2.39761 -5.24344 0.14072
H22 -0.87264 -4.70612 -0.54261
H23 -2.39927 -4.05532 -1.15384
H24 -1.12153 2.22826 -1.89470
H25 -0.06426 4.24334 -2.89772
H26 2.39984 4.48089 -2.83696
H27 3.78700 2.72488 -1.81287
H28 4.04120 0.64140 -0.74418
H29 2.82762 -0.56248 -1.18470
H30 2.73009 0.23225 0.37385